A molecular structure, C70H50As2I4MgN4O, computed with ωB97M-V/def2-TZVPD.

Values from the calculation:
HOMO: -7.02 eV
lowest unoccupied orbital energy: -1.23 eV
2S+1: 1

Each line ends with the Löwdin charge.
Cartesian coordinates (Å):
H1 -0.104933 -7.367204 2.883134  0.09
C1 -6.526633 -0.725004 -0.481066  -0.02
C2 2.740267 1.493696 3.899834  -0.19
H2 -6.532833 -0.272604 0.499134  0.13
H3 5.074967 1.604396 1.014534  0.08
H4 4.806267 -3.494704 2.564834  0.10
H5 0.803067 -3.060404 4.905434  0.11
C3 -1.990233 1.610996 -6.376966  -0.09
H6 -0.702733 5.521196 -4.031366  0.10
C4 -1.844833 -4.426304 4.661434  -0.02
H7 2.067067 3.003096 5.271634  0.12
H8 -0.622033 0.463196 -7.556366  0.10
C5 -3.609633 0.676196 -0.496066  -0.23
C6 -3.947733 -2.968104 0.536234  0.02
H9 5.701867 3.967396 1.122734  0.11
H10 -4.357633 -1.764104 -2.856366  0.12
H11 -2.014933 5.924196 0.710534  0.13
H12 -2.091233 -4.395204 -4.539966  0.10
C7 5.113967 1.044996 3.945534  -0.14
C8 0.563567 -4.456604 -2.465466  -0.09
C9 -5.308133 -0.990504 -1.096066  -0.22
C10 1.352567 3.494196 2.292834  0.01
I1 -9.516433 -2.060404 -3.337266  0.82
C11 6.567067 -1.431704 0.560834  -0.08
N1 -2.416733 -1.431304 1.246934  0.06
C12 -1.713533 5.839196 -0.323166  -0.02
H13 4.308367 3.466796 6.168834  0.09
C13 -0.980233 5.609296 -2.991566  -0.14
C14 -3.477933 -1.613204 0.429434  -0.23
C15 6.313767 -2.433504 1.480434  -0.09
H14 -3.214033 -4.605404 1.777634  0.11
H15 1.491867 -2.740104 -1.587866  0.09
H16 3.717067 0.025696 2.693434  0.09
C16 -1.358333 3.354296 -0.027666  -0.06
H17 7.127867 -3.009904 1.893334  0.10
I2 7.209467 2.437596 5.652534  0.82
C17 4.808567 3.677696 0.585634  -0.08
H18 -2.391133 -5.848204 6.162634  0.09
C18 -1.297633 -4.029204 -3.904666  -0.08
C19 -6.487433 -1.870004 -3.001566  -0.14
C20 4.020267 4.634596 -0.028966  -0.08
H19 -4.767333 -3.382104 -0.015566  0.11
N2 -0.113333 -0.658604 2.804634  0.05
H20 1.231067 -5.154804 -1.978766  0.10
C21 -0.774633 0.415396 -4.173966  -0.41
H21 2.279567 -0.853604 5.078734  0.11
C22 5.268867 2.018296 4.916434  -0.71
H22 -2.080033 7.904196 -0.758866  0.09
H23 3.955067 0.211196 -2.428966  0.07
C23 -2.193233 -2.608804 1.881134  -0.24
C24 -3.492633 2.799196 -1.202066  0.00
H24 0.431767 -0.617704 -5.618366  0.10
As1 0.050667 -0.247904 -2.520866  1.33
C25 0.570967 4.102596 1.373634  0.00
H25 -5.190133 1.572096 -1.813566  0.12
C26 5.522467 -0.706904 0.013434  -0.12
C27 5.009967 -2.710504 1.850634  -0.08
C28 0.705167 -2.162704 4.324634  0.02
H26 -2.164233 1.529696 -3.004466  0.06
C29 0.940767 -0.107504 3.450634  -0.23
C30 -5.297433 -1.562704 -2.362466  -0.01
H27 0.252767 -1.361004 1.113634  0.01
H28 2.106367 -0.399004 -4.082866  0.06
C31 4.178667 2.720396 5.397934  -0.14
H29 -2.335833 -3.599204 5.152134  0.13
C32 -1.389933 6.826896 -2.476666  -0.71
C33 3.023167 -0.286604 -2.139166  -0.43
C34 -4.267433 1.691596 -1.279066  0.01
H30 -6.480033 -2.310604 -3.987166  0.09
C35 -1.827033 1.309196 -4.010966  -0.13
H31 -0.549933 -5.988804 -3.471066  0.10
C36 -0.567233 -5.274604 2.820234  -0.02
C37 3.851867 0.784196 3.452534  -0.04
C38 -0.591533 -6.540804 3.379834  -0.15
H32 2.239767 4.992996 -1.152966  0.10
C39 -1.141233 -2.670004 -3.698466  -0.11
As2 2.644067 0.098196 -0.221066  1.35
C40 -0.378233 3.116396 0.929134  -0.23
C41 -1.326933 4.602496 -0.824766  -0.21
C42 2.870067 4.245496 -0.694066  -0.10
C43 -1.194533 -4.205704 3.452634  -0.22
C44 -1.251933 -6.737204 4.579034  -0.71
C45 -1.210633 -2.848204 2.846934  -0.07
H33 -8.657433 -0.808004 -0.626066  0.09
N3 -0.176833 1.945996 1.581334  0.09
H34 5.962467 0.490596 3.574134  0.10
C46 -2.373033 2.457996 -0.363366  -0.24
C47 -0.954133 4.502796 -2.163866  -0.03
C48 0.714167 -3.096304 -2.258966  -0.13
C49 4.453867 2.341296 0.521334  -0.11
C50 -0.435533 -4.928504 -3.299266  -0.09
H35 3.211967 -1.363504 -2.185466  0.06
H36 1.610767 2.619696 -1.271966  0.09
C51 2.917167 2.457496 4.888134  -0.03
C52 3.315467 1.933896 -0.161166  -0.38
H37 -1.820233 -1.975004 -4.180366  0.09
H38 1.943367 1.171796 -3.296466  0.06
H39 5.733067 0.055196 -0.725866  0.10
C53 4.211267 -0.937004 0.410034  -0.40
H40 -0.656433 3.540896 -2.561366  0.11
C54 0.878867 2.138296 2.408034  -0.23
H41 -0.056833 -5.124204 1.879634  0.12
C55 -3.150633 -3.589604 1.437134  0.02
C56 2.521667 2.909396 -0.755666  -0.13
C57 1.445967 1.180096 3.250434  -0.06
C58 -1.751333 6.951796 -1.147266  -0.14
I3 -1.495033 8.514496 -3.753266  0.82
C59 3.970667 -1.963904 1.321934  -0.14
C60 1.924867 0.089196 -3.118566  -0.44
Mg1 -1.103033 0.164096 1.141634  0.58
H42 2.166667 3.918696 2.845334  0.11
H43 4.297867 5.677696 0.017434  0.10
H44 7.584867 -1.215604 0.274234  0.10
I4 -1.305233 -8.672804 5.440734  0.82
H45 2.945667 -2.166704 1.630134  0.09
N4 -2.481033 1.179496 0.058934  0.08
C61 -7.718633 -1.026004 -1.111366  -0.14
C62 -0.277433 -1.914904 3.303434  -0.24
H46 -3.246733 2.601996 -4.946466  0.10
C63 1.459567 -1.040704 4.414434  0.02
H47 -2.448033 2.085396 -7.231366  0.10
C64 -0.960933 0.701196 -6.557766  -0.08
H48 -3.662233 3.763096 -1.642766  0.12
C65 -0.361433 0.104196 -5.463666  -0.12
C66 -1.877433 -5.687504 5.227434  -0.14
H49 -0.458733 -2.103704 -0.045666  0.06
H50 0.609067 5.124596 1.049334  0.11
C67 -0.118933 -2.176904 -2.893066  -0.37
O1 0.024067 -1.299504 0.168734  -0.22
C68 -2.434733 1.905796 -5.099966  -0.08
C69 -7.687633 -1.601804 -2.368466  -0.71
C70 -4.062233 -0.635004 -0.373266  -0.06

Force components x, y, z for each atom (eV/Å):
0.0 0.0 0.0
0.1 0.0 -0.1
0.3 0.0 0.1
0.0 0.0 0.1
0.0 0.1 0.0
-0.1 -0.1 0.0
0.0 -0.2 0.1
-0.1 0.1 0.0
0.0 0.0 -0.1
0.1 0.0 -0.1
-0.1 0.0 0.0
0.0 0.0 -0.1
-0.3 -0.1 -0.2
0.1 -0.1 0.0
0.0 0.0 0.0
0.1 0.0 0.0
0.0 0.0 0.1
-0.1 0.0 -0.1
0.2 -0.1 0.1
0.1 -0.2 0.0
-0.2 0.0 0.0
-0.1 0.2 -0.1
0.4 0.1 0.2
0.1 0.0 -0.1
-0.1 0.2 0.3
0.0 -0.2 0.0
0.0 0.0 0.0
0.0 0.1 -0.2
-0.2 -0.2 0.0
0.0 -0.1 0.0
0.0 -0.2 0.0
0.0 -0.1 -0.1
0.1 0.1 0.1
0.0 -0.2 0.1
0.1 0.0 0.1
-0.4 -0.1 -0.1
0.1 0.1 0.1
0.0 0.0 0.1
0.0 -0.1 0.0
-0.1 -0.1 -0.1
0.0 0.1 0.0
-0.2 -0.1 -0.1
-0.2 0.2 -0.3
0.1 0.0 0.0
0.0 0.0 0.2
0.2 0.0 0.1
0.5 0.1 0.1
0.0 0.1 0.0
-0.1 -0.1 0.1
-0.1 -0.1 0.1
-0.2 -0.2 0.0
0.0 0.0 0.0
0.0 0.2 -0.7
0.1 -0.1 0.4
-0.2 0.0 -0.1
0.0 0.2 -0.2
0.0 -0.1 0.1
0.1 0.1 0.0
-0.1 0.1 -0.1
0.3 0.1 0.2
0.0 0.1 0.1
0.6 -0.6 0.1
-0.1 0.1 0.1
0.1 0.1 0.1
-0.1 0.1 0.1
0.0 0.4 -0.3
0.0 -0.2 0.0
0.1 0.2 0.0
0.0 0.0 -0.1
0.1 -0.1 0.4
0.0 -0.1 0.0
0.0 0.1 0.1
-0.2 0.1 0.0
0.0 -0.1 0.0
-0.1 0.0 -0.1
-0.1 0.3 -0.1
0.8 0.0 -0.1
-0.1 0.4 -0.2
0.1 0.2 -0.1
0.1 0.1 -0.2
0.0 -0.1 0.1
0.0 -0.5 0.3
0.0 0.2 0.0
-0.1 0.0 0.0
-0.1 -0.3 0.0
0.1 0.0 0.0
-0.1 0.1 -0.1
0.0 0.0 0.1
0.2 0.3 0.2
0.1 -0.3 0.1
-0.1 0.0 0.0
0.0 0.1 0.1
-0.1 0.0 0.0
-0.1 -0.1 -0.1
0.0 0.0 0.0
0.0 0.0 0.0
-0.1 -0.1 0.0
0.0 0.1 0.0
-0.3 0.1 0.1
0.0 0.0 0.0
0.3 0.1 0.3
0.0 0.1 -0.1
-0.1 0.0 -0.1
-0.1 -0.2 -0.3
-0.2 0.0 -0.1
0.0 0.2 0.0
0.0 -0.4 0.3
-0.4 0.1 -0.1
-0.1 0.1 -0.1
-0.4 0.3 0.2
0.2 0.1 0.0
0.0 0.1 0.0
0.1 0.0 -0.1
0.0 0.4 -0.2
0.1 0.0 0.0
0.1 0.0 0.0
-0.2 0.0 0.0
-0.1 -0.5 0.1
-0.1 0.1 0.0
-0.1 -0.1 0.0
-0.1 0.0 -0.1
0.0 0.0 -0.1
-0.1 0.1 -0.1
0.2 -0.2 0.0
-0.1 -0.1 0.1
-0.3 -0.1 0.0
0.1 0.1 -0.1
0.0 0.1 0.1
0.4 -0.2 -0.2
-0.1 0.1 -0.1
-0.5 -0.1 -0.3
0.2 0.1 0.0

***

A molecular structure, C15H22AsF6N2O4PdS4Si2, computed with ωB97M-V/def2-TZVPD.

Values from the calculation:
HOMO (spin up / spin down): -4.58 / -4.95 eV
<S²>: 2.01
energy above the lowest of the compared OMol25 structures with the same formula, charge and spin: 0.0 kJ/mol
lowest unoccupied orbital energy (spin up / spin down): 2.51 / 1.52 eV
2S+1: 3
net charge: -1

Each line ends with the Mulliken spin population.
Cartesian coordinates (Å):
H1 2.103291 -1.064302 2.282949  0.00
H2 -0.428724 2.222905 2.133945  -0.01
C1 3.563944 -5.382548 -0.211714  0.00
F1 -1.176007 5.480766 -3.505714  0.00
H3 2.778487 -7.299676 0.320787  0.00
Pd1 1.272282 1.293345 -0.599226  0.73
O1 -0.809521 2.924686 -0.752303  -0.01
C2 3.270403 -4.032031 -0.337331  0.00
Si1 -2.591906 -0.748031 -0.849330  0.07
H4 -2.048937 -1.221817 -3.223999  0.00
H5 -3.198135 1.550906 -0.109195  -0.01
C3 1.990767 -3.536634 -0.036086  -0.03
H6 -3.693398 -0.586314 -3.062207  0.00
H7 0.008282 -4.029235 0.618278  0.02
H8 -1.111505 1.457393 3.582996  0.00
C4 -3.251364 -2.456166 -0.416089  0.03
C5 -1.053363 -1.657515 3.011882  0.03
C6 2.917709 -1.593691 -0.623558  0.00
C7 2.418820 5.994814 -0.517246  0.01
H9 4.552163 -5.759897 -0.442866  0.00
H10 -0.861325 -1.549138 4.083422  0.00
F2 -2.732611 4.404067 -2.457878  0.00
C8 1.548474 -0.187800 2.620867  0.00
F3 3.384261 6.163989 0.390312  0.00
H11 -4.632926 0.563345 -0.449154  0.01
C9 -2.665237 -0.486824 -2.702425  0.01
Si2 -0.237366 -0.247504 2.056466  -0.07
H12 -2.137072 -1.681553 2.869904  0.00
N1 0.987702 4.290532 -1.821833  -0.01
O2 1.577471 3.787381 0.589878  0.00
H13 -4.285733 -2.568368 -0.754323  0.00
F4 1.335278 6.649901 -0.100247  0.00
C10 -1.490940 4.889343 -2.355613  0.00
H14 -3.227678 -2.627382 0.662117  0.00
H15 -2.656397 -3.237699 -0.893107  0.00
H16 0.523547 -6.447837 0.847405  0.00
C11 0.995922 -4.412964 0.392875  0.01
C12 -1.041338 1.392458 2.492122  0.06
F5 2.824009 6.537937 -1.663496  0.00
C13 -3.636598 0.558290 0.003841  0.06
F6 -1.480020 5.806487 -1.391253  0.00
As1 -0.322033 -0.584764 -0.264563  0.87
H17 1.551732 -0.172844 3.715876  0.00
C14 2.565559 -6.243310 0.217265  0.00
H18 2.069934 0.699458 2.259057  0.00
H19 -2.293543 0.504700 -2.969048  0.00
H20 -2.040661 1.515212 2.078773  -0.01
H21 -3.753744 0.342005 1.067089  0.00
H22 -0.650312 -2.621712 2.693744  0.00
C15 1.290933 -5.759662 0.515705  0.01
S1 3.211466 0.057723 -0.949396  0.16
S2 -0.331646 3.509881 -1.984998  -0.02
S3 4.278111 -2.709418 -0.842589  0.02
O3 3.276690 3.602756 -1.167798  0.00
O4 -0.352053 2.683350 -3.150745  0.00
N2 1.833538 -2.175690 -0.197578  0.05
S4 2.061346 4.198674 -0.704654  0.00

Force components x, y, z for each atom (eV/Å):
0.0 0.0 0.0
0.0 0.0 0.0
0.0 0.0 0.0
0.0 0.0 -0.1
0.0 0.0 0.0
-0.5 -0.4 0.1
-0.1 -0.1 0.1
0.0 0.0 0.0
0.0 0.0 -0.1
0.0 0.0 0.0
0.0 0.0 0.0
0.0 0.0 0.0
0.0 0.0 0.0
0.0 0.0 0.0
0.0 0.0 0.0
0.0 0.0 0.0
-0.1 0.1 0.0
0.0 0.1 0.1
0.1 0.0 0.1
0.0 0.0 0.0
0.0 0.0 0.0
-0.1 0.0 0.0
0.0 0.0 0.0
0.0 0.0 0.0
0.0 0.0 0.0
0.0 0.0 0.0
0.1 -0.2 0.1
0.0 0.0 0.0
0.3 0.6 -0.6
0.0 -0.1 0.0
0.0 0.0 0.0
-0.1 0.0 0.0
0.0 -0.1 0.1
0.0 0.0 0.0
0.0 0.0 0.0
0.0 0.0 0.0
0.0 0.0 0.0
0.0 -0.1 0.0
0.0 0.0 -0.1
0.0 -0.1 0.0
0.0 0.0 0.1
0.1 0.5 0.1
0.1 0.0 0.0
0.0 0.0 0.0
0.0 0.0 0.0
0.0 0.0 0.0
0.0 0.0 0.0
0.0 0.0 0.0
0.0 0.0 0.0
0.0 0.0 0.0
0.3 0.0 0.0
-0.2 -0.5 0.1
0.0 -0.1 0.0
0.2 0.1 -0.1
-0.2 0.1 -0.2
0.0 0.0 0.0
0.2 0.1 0.5

***

Listing strongest force on any atom for the structures above in their given order: 0.9; 0.8 eV/A.